Here is a cluster of 6 separate species, C11H21N5O12 in total at a distorted geometry from the Open Molecules 2025 dataset. Energies are from the ωB97M-V functional and the def2-TZVPD basis.

ORCA input file:
```
! RIJCOSX wB97M-V def2-TZVPD def2/J DEFGRID3
* xyz 0 1
C 0.1325 1.3042 4.5124
C 0.5183 0.2670 3.9841
C 0.6726 -1.1523 3.3299
C 2.1545 -1.5433 2.9453
O 2.0359 -2.9952 2.7752
C 0.8418 -3.5266 3.3646
O 0.3433 -4.5959 3.1348
C 0.4348 -2.3614 4.3739
H -0.4440 2.1203 5.0463
H -0.0420 -1.3775 2.4777
H 2.8404 -1.4664 3.8545
H 2.7079 -0.9659 2.1500
H -0.6181 -2.3008 4.7615
H 1.2996 -2.3705 5.1019
C -1.9118 5.3223 3.7303
N -1.4216 4.2316 4.6129
O -2.0251 3.1700 4.5845
O -0.4502 4.4755 5.3023
H -2.7769 4.9636 3.1781
H -2.1811 6.1631 4.3669
H -1.1016 5.5837 3.0517
C 2.4663 -2.2068 -0.8418
N 2.3129 -0.8162 -1.3474
O 3.3058 -0.1114 -1.3670
O 1.1973 -0.4799 -1.7078
H 3.5040 -2.3656 -0.5592
H 1.8108 -2.3176 0.0208
H 2.1785 -2.8818 -1.6460
C -1.3079 -0.5902 -3.1966
N -2.6983 -0.8096 -3.6773
O -3.0670 -1.9648 -3.8249
O -3.3699 0.1813 -3.8895
H -0.8311 -1.5555 -3.0507
H -0.7851 -0.0127 -3.9568
H -1.3673 -0.0441 -2.2575
C -3.6404 -2.5911 -6.7573
N -2.6653 -2.4923 -7.8761
O -2.7787 -1.5483 -8.6379
O -1.8204 -3.3672 -7.9480
H -4.3287 -1.7515 -6.8168
H -4.1724 -3.5343 -6.8677
H -3.0769 -2.5618 -5.8265
C 2.7226 2.8108 -0.4161
N 2.4235 3.2015 0.9878
O 3.3652 3.5019 1.6993
O 1.2519 3.1920 1.3234
H 3.7969 2.8646 -0.5742
H 2.3633 1.7957 -0.5585
H 2.2013 3.5094 -1.0683
*
```

As for the structure (SMILES): C#C[C@H]1COC(=O)C1.C[N+](=O)[O-].C[N+](=O)[O-].C[N+](=O)[O-].C[N+](=O)[O-].C[N+](=O)[O-]. The calculation puts the energy at -1607.8066 hartree. The orbital gap comes out at 9.31 eV. Its maximum force is 2.33 eV Å⁻¹. The calculation puts the LUMO energy at -0.6622 eV.